No. 1
Below is an isolated ion of composition C9H13N2O3 and charge +1, with properties calculated with the ωB97M-V functional and the def2-TZVPD basis.

Calculated values
- gap between HOMO and LUMO (eV) = 10.34
- net charge = +1
- energy above the lowest of the compared OMol25 structures with the same formula, charge and spin (kcal/mol) = 1.4
- structure (SMILES) = C=C[n+]1ccn(C)c1C[C@H](O)C(=O)O
- HOMO energy (Eh) = -0.482

Last column: Löwdin charge in e.
Element x y z (Å)
C 1.8167 -0.3613 1.9519  -0.0476
C 1.2631 0.8669 1.9628  0.0480
C 0.7894 -0.1756 0.1104  -0.1520
C -2.0942 -0.7559 -0.1371  -0.4610
C 0.2061 -0.5674 -1.2126  -0.0230
C -1.2879 -0.2371 -1.4297  -0.2834
C -0.5266 1.8176 0.3549  -0.1256
C 2.0378 -2.2934 0.5496  0.0526
C -0.1092 2.9688 -0.1389  0.1157
N 1.5528 -1.0071 0.8468  -0.0551
N 0.4490 0.9110 0.8324  0.0195
O -1.6379 -1.1917 0.8812  0.1478
O -1.5370 1.0429 -1.8683  -0.0339
O -3.3657 -0.5913 -0.4443  0.1778
H 2.6278 -0.6418 2.5800  0.1451
H 1.4821 1.7675 2.4811  0.1359
H 0.7127 -0.1817 -2.0709  0.1322
H 0.4028 -1.5938 -1.5385  0.1285
H -1.4505 -0.8246 -2.4198  0.1897
H -1.5725 1.5265 0.6006  0.1499
H 2.0575 -2.8435 1.4058  0.0890
H 1.2270 -2.6901 -0.0550  0.1103
H 2.9474 -2.1430 0.0665  0.1071
H 0.8419 3.3652 -0.3858  0.0821
H -0.9489 3.5641 -0.4516  0.0811
H -1.9903 1.1262 -2.7452  0.1534
H -3.8936 -0.8574 0.2737  0.1160

---

No. 2
Below is the molecule C9H13N3O2, with properties calculated with the ωB97M-V functional and the def2-TZVPD basis.

Calculated values
- gap between HOMO and LUMO (eV) = 8.76
- net charge = 0
- energy above the lowest of the compared OMol25 structures with the same formula, charge and spin (kcal/mol) = 9.3
- structure (SMILES) = Cn1cnc2c1[C@](C)(C(=O)O)NCC2
- HOMO energy (Eh) = -0.302

Last column: Löwdin charge in e.
Element x y z (Å)
C -0.5350 -1.6290 -2.1618  -0.1478
C 0.1324 -1.6233 -0.1215  -0.2424
C -0.3589 -0.3327 -0.3879  -0.0954
C 1.0411 1.6927 -0.1447  -0.5288
C 0.5838 -2.1198 1.2449  -0.1243
C 1.4865 -0.9389 1.7137  -0.1894
C -0.0376 0.7933 0.5629  -0.3577
C -1.2513 1.6152 1.0299  -0.0200
C -1.2137 0.5655 -2.6261  -0.0386
N 0.0146 -2.4217 -1.2336  0.1125
N -0.7948 -0.3950 -1.6928  -0.0798
N 0.6100 0.2473 1.7752  -0.0460
O 2.0624 2.0010 0.5462  0.1264
O 0.9511 1.8826 -1.3235  0.1096
H -0.9926 -1.9256 -3.0625  0.1165
H -0.2752 -2.2663 1.8887  0.1014
H 0.9945 -3.1604 1.0878  0.1252
H 1.7435 -1.2694 2.8239  0.1449
H 2.3988 -0.7771 1.0641  0.1345
H -1.3041 2.3024 1.9459  0.1002
H -2.1424 0.9058 1.2291  0.1125
H -1.4949 2.3234 0.1964  0.0901
H -2.2804 0.5179 -2.7774  0.0938
H -0.8794 1.5096 -2.2807  0.0624
H -0.7259 0.4165 -3.5935  0.1063
H 0.1960 0.3047 2.7071  0.1269
H 2.0712 1.7814 1.5904  0.2072

---

No. 3
Below is the molecule C9H13N3O2, with properties calculated with the ωB97M-V functional and the def2-TZVPD basis.

Calculated values
- gap between HOMO and LUMO (eV) = 9.60
- net charge = 0
- energy above the lowest of the compared OMol25 structures with the same formula, charge and spin (kcal/mol) = 27.3
- structure (SMILES) = [H]/N=C(\C(N)N)C(O)(O)c1ccccc1
- HOMO energy (Eh) = -0.324

Last column: Löwdin charge in e.
Element x y z (Å)
C -3.5743 -0.2937 -0.0992  -0.1309
C -2.8771 -0.9116 0.9282  -0.0825
C -2.9250 0.3998 -1.0421  -0.0944
C -1.5325 -0.5508 1.1759  -0.0432
C -1.5590 0.7377 -0.8614  -0.0146
C -0.8786 0.2740 0.2909  -0.1310
C 0.5204 1.0192 0.6049  -0.4491
C 2.3483 -0.7843 -0.5272  -0.4028
C 1.7925 0.6042 -0.3847  -0.2008
N 2.6560 -1.3177 0.8229  0.0945
N 2.2743 1.6372 -0.9016  0.1580
N 1.2693 -1.6274 -0.9653  0.0841
O 0.2157 2.3683 0.2902  -0.0400
O 0.9940 0.8347 1.8894  0.0585
H -4.7001 -0.4351 0.0125  0.1294
H -3.4020 -1.5820 1.6141  0.1021
H -3.4394 0.7823 -1.8588  0.0815
H -1.0232 -1.1257 1.9470  0.1120
H -0.9935 1.1916 -1.7034  0.1241
H 3.2453 -0.7388 -1.1954  0.1446
H 1.8630 -1.5993 1.2187  0.0071
H 3.1262 -0.5359 1.2890  0.0911
H 2.9688 1.4944 -1.6105  0.0701
H 0.7777 2.5936 -0.5472  0.1130
H 0.4590 1.4606 2.3075  0.0819
H 0.8674 -1.3338 -1.8142  0.0740
H 1.5267 -2.5613 -0.8802  0.0633

---

No. 4
Below is an isolated ion of composition C9H13N4O and charge +1, with properties calculated with the ωB97M-V functional and the def2-TZVPD basis.

Calculated values
- gap between HOMO and LUMO (alpha / beta) (eV) = 7.85 / 7.85
- net charge = +1
- energy above the lowest of the compared OMol25 structures with the same formula, charge and spin (kcal/mol) = 107.7
- HOMO energy (alpha / beta) (Eh) = -0.436 / -0.436

Last column: Löwdin charge in e.
Element x y z (Å)
C 3.0927 -1.0264 0.3183  0.0102
C 2.2992 1.1275 -0.4404  0.0379
C 4.3998 -0.4763 0.1724  -0.1096
C 3.6375 1.5898 -0.4814  -0.0654
C 2.0239 -0.2179 -0.0716  -0.1407
C -1.5032 -0.0253 -0.6521  -0.0353
C 0.6322 -0.6969 -0.0708  -0.2000
C -3.7677 0.1519 -0.7369  -0.0280
C -2.6250 1.4617 1.0202  0.0135
N 4.6515 0.7888 -0.1273  0.0739
N -1.1317 -2.1336 0.1412  0.0639
N 0.1293 -1.8388 0.3668  0.0088
N -2.5644 0.5212 -0.0719  -0.1407
O -0.2705 0.2965 -0.1935  0.0695
H 2.8685 -2.1078 0.5672  0.1256
H 1.3834 1.5708 -0.6871  0.0887
H 5.3756 -0.8969 0.4192  0.1194
H 3.7859 2.5242 -0.7771  0.0696
H -1.5113 -0.5695 -1.4715  0.1205
H -3.7228 -0.8039 -1.0676  0.0623
H -4.0095 0.8949 -1.5786  0.1469
H -4.7088 0.1100 -0.2116  0.1089
H -3.2749 2.2124 0.8475  0.0488
H -1.5185 1.8455 1.1925  0.1460
H -3.0407 0.8732 1.9981  0.1659
H -1.4933 -2.8007 0.8105  0.0788
H 0.8628 -2.3745 0.7856  0.1606

---

No. 5
Below is C9H13NO as an isolated structure, with properties calculated with the ωB97M-V functional and the def2-TZVPD basis.

Calculated values
- gap between HOMO and LUMO (eV) = 7.59
- net charge = 0
- energy above the lowest of the compared OMol25 structures with the same formula, charge and spin (kcal/mol) = 119.9
- HOMO energy (Eh) = -0.257

Last column: Löwdin charge in e.
Element x y z (Å)
C -0.8120 -0.6297 0.9100  -0.1913
C -1.2947 0.6521 1.2266  -0.0835
C -2.5523 1.0622 0.5741  -0.1130
C -2.9030 0.4084 -0.5903  -0.1510
C -2.1437 -0.7340 -0.9997  -0.1156
C -1.1254 -1.3626 -0.2506  -0.1205
C 2.2683 -1.7024 0.3539  0.0161
C 1.6816 -0.3649 -0.0586  -0.4612
C 2.1614 2.0252 -0.5121  -0.0616
H 0.0183 -0.8025 1.6116  0.1079
H -0.7556 1.3662 1.8779  0.1007
H -3.1052 2.0384 0.7850  0.1067
H -3.7926 0.8076 -1.0836  0.0892
H -2.6275 -1.3252 -1.9051  0.1225
H -0.3146 -2.1197 -0.7110  0.1644
H 3.2717 -1.5595 0.7052  0.0632
H 2.3616 -2.3488 -0.5427  0.1004
H 1.6661 -2.2864 1.0839  0.0990
H 3.5246 0.5309 -0.0103  0.1120
H 1.1041 1.8988 -0.7943  0.0901
H 2.4210 2.7859 0.2847  0.1006
H 2.6643 2.3779 -1.4323  0.0823
N 2.5623 0.6758 -0.1448  0.0221
O 0.4933 -0.2775 -0.3470  -0.0794

---

No. 6
Below is a 2-piece molecular cluster, C9H13NO overall, with properties calculated with the ωB97M-V functional and the def2-TZVPD basis.

Calculated values
- gap between HOMO and LUMO (eV) = 9.29
- net charge = 0
- energy above the lowest of the compared OMol25 structures with the same formula, charge and spin (kcal/mol) = 144.7
- structure (SMILES) = CNC(C)=O.c1ccccc1
- HOMO energy (Eh) = -0.318

Last column: Löwdin charge in e.
Element x y z (Å)
C -4.1993 -0.3477 -0.6247  -0.0452
C -2.7301 -0.3086 -0.1769  -0.5074
C -0.8598 1.2945 0.2316  -0.1489
C 2.9327 0.9861 -0.4199  -0.1110
C 3.4103 -0.2978 -0.7556  -0.1186
C 2.8810 -1.4496 -0.2583  -0.0698
C 1.7580 -1.1697 0.5541  -0.0697
C 1.2504 0.0632 0.8158  -0.2739
C 1.8233 1.1100 0.2915  -0.2060
H -4.4774 0.5401 -1.0708  0.0092
H -4.9739 -0.4495 0.3485  0.1385
H -4.5490 -1.4101 -1.0667  0.1239
H -2.7101 1.9193 -0.3480  0.1484
H 0.0022 0.3650 0.0641  0.0890
H -0.4681 2.3762 -0.3672  0.1466
H -0.8095 1.3862 1.5379  0.1531
H 3.6099 1.9153 -0.7071  0.1489
H 4.3859 -0.2026 -1.3419  0.1190
H 3.1716 -2.5613 -0.4110  0.1393
H 1.1663 -1.9848 0.9845  0.1187
H 0.4958 0.2241 1.6075  0.1057
H 1.6197 2.2436 0.2930  0.1426
N -2.2723 1.0225 0.0058  -0.0543
O -2.2697 -1.3501 0.3114  0.0217

---

No. 7
Below is a 2-piece molecular cluster, C9H13NO2 overall, with properties calculated with the ωB97M-V functional and the def2-TZVPD basis.

Calculated values
- gap between HOMO and LUMO (eV) = 9.06
- net charge = 0
- energy above the lowest of the compared OMol25 structures with the same formula, charge and spin (kcal/mol) = 33.8
- structure (SMILES) = Cc1ccc(O)cc1.CC(N)=O
- HOMO energy (Eh) = -0.302

Last column: Löwdin charge in e.
Element x y z (Å)
C -0.7238 -3.7196 -1.2420  -0.0749
C -0.3201 -0.6590 1.6507  -0.3399
C -0.4585 -0.2508 0.3513  0.0263
C -0.3499 -1.9788 2.0519  -0.0311
C -0.4767 -1.2915 -0.6934  0.0036
C -0.3592 -2.9428 1.0728  -0.0583
C -0.5095 -2.6264 -0.3011  -0.3051
O 0.1121 0.3851 2.4202  0.0697
H -0.2540 0.2621 3.2487  0.0607
H -0.3993 0.7717 0.1067  0.0735
H -0.4256 -2.4349 3.0899  0.1371
H -0.7134 -1.1302 -1.7195  0.0910
H -0.4917 -3.9479 1.4469  0.1024
H 0.1130 -3.9683 -1.8280  0.0615
H -1.5784 -3.5971 -1.8788  0.0777
H -0.7895 -4.6908 -0.6843  0.0930
C 1.1656 2.1291 -2.1804  -0.0244
C 0.6988 2.9991 -1.0744  -0.6022
O 1.0157 2.7299 0.0810  0.0216
N -0.0433 4.1293 -1.3134  0.1342
H 0.5033 1.3068 -2.4652  0.0730
H 2.0997 1.6071 -1.8676  0.1009
H -0.1316 4.8813 -0.6565  0.0965
H -0.1178 4.4518 -2.3146  0.1204
H 1.4651 2.7078 -3.1054  0.0930

---

No. 8
Below is C9H13NO4S as an isolated structure, with properties calculated with the ωB97M-V functional and the def2-TZVPD basis.

Calculated values
- gap between HOMO and LUMO (alpha / beta) (eV) = 4.89 / 5.04
- net charge = 0
- <S²> = 2.022
- spin multiplicity = 3
- HOMO energy (alpha / beta) (Eh) = -0.183 / -0.327

Last column: Löwdin charge in e.
Element x y z (Å)
C 1.1421 1.8592 -0.8749  -0.0714
C 2.3486 2.1727 -0.3229  -0.3045
C -1.0401 -0.8613 0.6200  -0.4577
C 0.5146 0.5703 -0.5879  -0.1435
C 1.8377 -0.1148 0.6201  -0.3909
C -1.8191 0.9059 -1.0963  0.0273
C -0.9455 1.4778 1.3000  0.0000
C -1.4951 -3.0656 -0.1575  -0.0861
C -0.8346 0.5668 0.0633  -0.3995
N 2.3663 -1.3522 0.1052  -0.5708
O 1.7120 -2.2961 0.4711  -0.0132
O -0.7960 -1.1771 1.7386  0.1363
O 3.3974 -1.3129 -0.5375  -0.0609
O -1.4667 -1.7194 -0.3272  -0.0476
S 2.9939 1.1716 0.9587  1.1798
H 0.6801 2.4983 -1.6408  0.1329
H 2.9910 3.0337 -0.4113  0.0631
H 0.4653 -0.0054 -1.4993  0.1583
H 1.1968 -0.3780 1.4524  0.0867
H -1.2440 1.5777 -1.6465  0.0519
H -2.6803 1.2711 -0.7807  0.0477
H -1.8445 0.0925 -1.7950  0.0967
H -0.8929 2.5247 0.9256  0.1040
H -1.9380 1.4829 1.6649  0.0832
H -0.2175 1.3657 2.0412  0.0682
H -0.4582 -3.3714 -0.2486  0.0834
H -2.1423 -3.4351 -0.9325  0.0867
H -1.8311 -3.4815 0.8982  0.1400

---

No. 9
Below is the molecule C9H13NSi, with properties calculated with the ωB97M-V functional and the def2-TZVPD basis.

Calculated values
- gap between HOMO and LUMO (alpha / beta) (eV) = 6.93 / 6.94
- net charge = 0
- energy above the lowest of the compared OMol25 structures with the same formula, charge and spin (kcal/mol) = 27.7
- HOMO energy (alpha / beta) (Eh) = -0.273 / -0.273

Last column: Löwdin charge in e.
Element x y z (Å)
C -3.7256 0.0105 0.1674  -0.1156
C -3.0449 -1.1421 0.5325  -0.1026
C -3.0242 1.0621 -0.4049  -0.1050
C -1.6843 -1.2456 0.3371  -0.0521
C -1.6674 0.9628 -0.6207  -0.0554
C -0.9620 -0.1993 -0.2626  -0.3951
C 2.7143 0.8650 0.6401  -0.3280
C 1.5382 1.5570 0.0940  0.0907
C 3.0958 -0.3430 -0.2138  -0.3137
N 0.3476 -0.3190 -0.5491  -0.0688
Si 1.5658 -1.4754 -0.3406  0.5348
H -4.7909 0.0912 0.3266  0.0930
H -3.5845 -1.9632 0.9855  0.0999
H -3.5455 1.9660 -0.6892  0.0987
H -1.1492 -2.1432 0.6112  0.0863
H -1.1222 1.7832 -1.0645  0.0976
H 3.5579 1.5701 0.6421  0.1218
H 2.5348 0.5505 1.6705  0.1112
H 0.7952 1.9842 0.7492  0.0817
H 1.5974 1.9469 -0.9111  0.0824
H 3.3897 -0.0124 -1.2091  0.0696
H 3.9548 -0.8516 0.2192  0.0637
H 1.6405 -2.2970 -1.5519  -0.0477
H 1.5687 -2.3579 0.8420  -0.0477

---

No. 10
Below is an isolated ion of composition C9H13OS and charge +1, with properties calculated with the ωB97M-V functional and the def2-TZVPD basis.

Calculated values
- gap between HOMO and LUMO (eV) = 7.70
- net charge = +1
- energy above the lowest of the compared OMol25 structures with the same formula, charge and spin (kcal/mol) = 34.7
- HOMO energy (Eh) = -0.462

Last column: Löwdin charge in e.
Element x y z (Å)
C -0.9357 0.0384 -2.1446  0.0042
C -0.7453 1.9355 -0.7768  -0.0039
C -0.8044 -0.7910 -1.0803  -0.0135
C -0.5306 1.1102 0.2019  -0.0693
C -0.9586 1.4755 -2.1232  -0.1407
C -0.8145 -0.1682 0.0773  -0.3972
C -0.7178 -0.9533 1.1789  -0.1208
C -1.4901 2.2864 -3.2773  -0.0117
C 1.6957 -2.4828 3.3719  -0.2265
O 0.8994 0.0950 2.8244  -0.3736
S 1.1904 -1.3783 1.9890  1.1106
H -0.9097 -0.2379 -3.1427  0.0974
H -0.5681 2.9765 -0.5405  0.1315
H -0.8003 -1.8879 -1.2646  0.1593
H -0.3480 1.5352 1.1528  0.1252
H -0.9462 -0.4577 2.1527  0.1115
H -0.9845 -1.9942 0.9845  0.1026
H -1.3977 1.7525 -4.1556  0.0523
H -2.4533 2.6688 -3.0669  0.0834
H -0.8308 3.2067 -3.4478  0.1232
H 1.6789 -3.4823 3.0051  0.0524
H 1.3319 -2.3903 4.3495  0.0501
H 2.7285 -2.1428 3.3878  0.0501
H 1.5157 0.1422 3.6118  0.1036

---

No. 11
Below is a 2-piece molecular cluster, C9H14 overall, with properties calculated with the ωB97M-V functional and the def2-TZVPD basis.

Calculated values
- gap between HOMO and LUMO (alpha / beta) (eV) = 2.71 / 7.20
- net charge = -1
- <S²> = 0.759
- energy above the lowest of the compared OMol25 structures with the same formula, charge and spin (kcal/mol) = 6.7
- spin multiplicity = 2
- HOMO energy (alpha / beta) (Eh) = 0.037 / -0.129

Last column: Löwdin charge in e.
Element x y z (Å)
C -1.6869 0.8822 1.5978  -0.1765
C -2.5460 1.8782 2.3663  -0.1971
H -0.7388 1.2954 1.2599  0.0547
H -1.5696 -0.0135 2.2038  0.0573
H -2.1734 0.6771 0.6408  0.0537
H -3.5937 1.6896 2.1777  0.0417
H -2.3803 2.8996 2.0120  0.0567
H -2.4831 1.8309 3.4553  0.0511
C 0.1997 -2.5168 -2.0041  -0.1356
C 2.0683 0.9355 -0.2051  -0.2074
C 2.2676 -0.3478 0.4048  -0.1811
C 1.2698 1.0793 -1.3183  -0.1988
C 1.6745 -1.4509 -0.2180  -0.1568
C 0.6589 -0.0532 -1.8918  -0.1478
C 0.9627 -1.3740 -1.4005  -0.3529
H 2.5349 1.8025 0.2221  0.0517
H 2.8950 -0.4611 1.2766  0.0446
H 1.0413 2.0696 -1.6872  0.0693
H 1.7193 -2.4086 0.3066  0.0801
H -0.0010 0.0811 -2.7438  0.0450
H -0.0862 -3.2812 -1.2623  0.0531
H 0.7253 -3.0583 -2.7880  0.0502
H -0.7584 -2.1554 -2.4044  0.0446

---

No. 12
Below is a 2-piece molecular cluster, C9H14 overall, with properties calculated with the ωB97M-V functional and the def2-TZVPD basis.

Calculated values
- gap between HOMO and LUMO (eV) = 10.12
- net charge = 0
- energy above the lowest of the compared OMol25 structures with the same formula, charge and spin (kcal/mol) = 35.3
- structure (SMILES) = Cc1ccccc1.CC
- HOMO energy (Eh) = -0.335

Last column: Löwdin charge in e.
Element x y z (Å)
C -1.4344 1.1473 -2.2538  -0.0705
C -1.8528 -1.0351 -1.2423  -0.0695
C -0.9196 -0.0288 -1.5014  -0.3045
C -1.4628 -2.2519 -0.6438  -0.0966
C -0.1245 -2.5019 -0.3255  -0.1104
C 0.4428 -0.3368 -1.2912  -0.0497
C 0.8398 -1.5139 -0.5565  -0.0917
H -2.9694 -0.9164 -1.3831  0.1266
H -2.2296 -3.0750 -0.6197  0.1150
H -1.5782 1.9620 -1.5281  0.0847
H -2.3366 0.9158 -2.7521  0.0500
H 0.0727 -3.4941 0.0105  0.0858
H 1.2256 0.4373 -1.4787  0.1138
H 1.9344 -1.4438 -0.3660  0.1079
H -0.7206 1.4982 -3.0913  0.1109
C 0.7604 0.8326 2.5475  -0.1304
C 1.9956 1.7881 2.2632  -0.1436
H -0.0497 1.2767 2.0530  0.0150
H 0.8873 -0.1702 1.9780  0.0813
H 0.5679 1.0170 3.6447  0.0791
H 2.7930 1.4251 2.8087  0.0300
H 1.8853 2.7572 2.5000  0.0166
H 2.2734 1.7106 1.2278  0.0503